Formula: C6H10O
Source: the Open Molecules 2025 dataset
Level of theory: wB97M-V/def2-TZVPD

Positions of all 17 atoms, in Å:
H  1.714  1.732  -1.266
C  -1.012  -0.971  1.402
H  0.946  -0.406  -1.795
C  -1.398  0.253  0.654
C  0.645  -0.120  -0.778
H  1.690  -2.028  -0.038
O  0.070  -1.615  1.057
H  -1.397  -0.626  -1.325
C  1.465  1.131  -0.384
H  -0.993  1.166  1.128
H  2.397  0.852  0.117
H  -1.550  -1.433  2.217
C  -0.870  0.172  -0.789
H  -1.070  1.111  -1.318
H  -2.488  0.364  0.668
C  0.902  -1.301  0.101
H  0.903  1.767  0.311

Output
Total energy, eV: -8428.607
ΔE to the lowest compared entry with this formula, charge and spin, eV: 2.634
HOMO (spin up / spin down), eV: -6.7299 / -6.7314

Formula: C25H32F8N2O24S
Source: the Open Molecules 2025 dataset
Level of theory: wB97M-V/def2-TZVPD

Positions of all 92 atoms, in Å:
H  -2.262  3.768  -0.478
N  -0.984  5.502  2.004
F  8.828  -3.629  0.319
O  -0.327  -5.413  -0.747
H  -3.831  1.067  -5.582
O  8.745  -4.831  -2.877
O  -6.694  -0.746  -1.812
O  4.308  -2.478  3.597
O  8.828  -2.855  -1.783
F  -5.277  -1.704  -0.367
O  -3.566  -2.296  -3.647
C  -3.215  -0.735  -6.610
H  -1.987  3.485  1.709
N  0.224  3.534  1.229
C  -1.097  0.245  0.243
C  0.932  -0.599  0.366
C  -5.353  -0.818  -1.386
H  -3.872  4.692  -0.862
O  3.802  -2.575  1.396
H  -3.624  -1.451  -7.332
H  -0.787  3.580  3.190
O  -1.984  1.049  0.009
H  -0.227  6.286  0.123
H  5.653  -3.904  2.979
H  -2.760  4.029  -2.280
C  -0.007  -1.506  1.086
F  -2.265  0.023  -7.202
H  -4.720  -1.150  -2.216
H  -0.839  -4.346  -3.736
O  -1.675  5.654  4.692
H  9.728  -5.406  -1.166
O  9.043  -2.894  -4.055
C  0.611  1.320  5.220
C  -3.604  -1.531  -4.596
O  -4.640  -0.675  -4.850
C  -0.483  -4.308  -1.608
H  6.358  -2.309  3.329
H  -0.132  3.691  0.239
O  2.136  -2.245  2.920
H  -1.480  7.752  0.173
F  -1.460  0.330  7.613
C  3.314  -2.420  2.659
C  -1.959  5.977  -1.327
H  -2.651  6.785  -1.816
H  -5.089  0.336  -6.605
H  0.920  4.330  1.357
F  5.813  -3.171  0.611
H  -4.005  0.825  -1.012
C  -0.159  -6.484  -1.571
O  -2.023  5.984  1.300
H  1.520  0.051  1.022
C  -5.062  0.564  -0.912
C  -1.330  2.052  6.031
C  -4.241  0.120  -5.949
F  -1.031  7.997  3.434
C  -6.869  0.545  -2.214
H  -2.184  -4.984  -2.763
C  -0.618  1.220  7.042
O  -2.623  -1.430  -5.537
C  -1.094  -4.903  -2.831
H  -1.721  2.980  6.456
C  8.724  -5.112  -1.491
C  -1.384  6.574  0.086
C  -2.744  4.543  -1.211
H  0.489  -3.833  -1.777
O  -1.160  -0.702  1.229
H  -0.258  -2.401  0.507
C  5.491  -2.823  2.905
F  -1.329  -3.429  -1.025
C  8.284  -3.814  -0.905
O  0.081  0.185  -0.439
C  5.193  -2.379  1.514
O  -0.315  2.317  5.083
O  1.578  1.179  4.489
O  0.328  0.508  6.277
H  0.379  -1.815  2.061
O  -7.804  0.928  -2.897
H  -0.105  1.798  7.818
O  0.716  6.067  3.963
H  -5.367  0.729  0.127
H  7.197  -3.691  -0.853
F  1.756  -1.302  -0.443
H  5.435  -1.329  1.317
O  -5.863  1.356  -1.766
H  8.030  -5.927  -1.267
S  -0.796  6.268  3.561
O  0.275  -7.565  -1.209
C  -0.975  3.992  2.086
C  8.888  -3.476  -2.994
H  -2.151  1.516  5.543
O  -0.528  -6.198  -2.857
H  -1.020  5.859  -2.048

Output
Total energy, eV: -111132.855
ΔE to the lowest compared entry with this formula, charge and spin, eV: 4.725
HOMO, eV: -10.2955

Formula: C14H22ClNO7PPdSSe
Source: the Open Molecules 2025 dataset
Level of theory: wB97M-V/def2-TZVPD

Positions of all 49 atoms, in Å:
H  -1.844  1.808  1.824
H  -1.197  -2.688  2.108
H  -0.283  2.362  -6.124
S  0.169  2.194  -1.270
C  2.340  -0.951  2.841
H  -0.248  2.498  1.705
C  0.889  0.676  -5.503
C  1.434  0.012  -4.410
C  1.256  0.493  -3.121
H  1.198  -0.923  -6.910
C  -2.960  -2.854  0.250
P  -0.149  0.158  2.043
H  -0.625  3.219  -3.823
C  -0.862  1.819  2.300
H  0.244  -2.716  3.104
C  -0.957  2.285  3.751
H  -0.562  -0.600  4.292
C  -0.796  -2.397  3.075
H  -1.645  1.666  4.328
O  1.308  -2.761  -2.206
H  1.938  -1.419  3.741
H  0.013  2.263  4.250
H  0.296  0.451  -7.563
O  2.497  -1.515  -0.595
Cl  1.666  -2.666  -0.824
H  1.708  -0.018  -2.280
O  -1.139  1.555  -0.922
H  1.999  -0.901  -4.553
H  -2.004  -0.622  3.282
H  3.396  -0.742  3.020
N  -3.056  -3.947  0.611
H  1.664  1.047  3.340
O  0.087  3.632  -1.292
C  1.114  0.164  -6.901
Pd  -0.494  -0.467  -0.209
C  -0.049  2.320  -3.998
C  0.149  1.836  -5.281
H  -1.346  -2.946  3.841
Se  -2.908  -1.105  -0.304
H  2.070  0.832  1.639
O  0.422  -2.485  -0.023
H  -1.322  3.313  3.792
C  1.613  0.345  2.501
C  -0.945  -0.893  3.309
O  1.217  1.604  -0.439
H  2.038  0.571  -7.320
O  2.298  -3.859  -0.360
C  0.505  1.642  -2.922
H  2.284  -1.663  2.019

Output
⟨S²⟩: 2.007
Spin multiplicity: 3
Net charge: -1
Total energy, eV: -132166.150
ΔE to the lowest compared entry with this formula, charge and spin, eV: 0.000
HOMO (spin up / spin down), eV: -5.3578 / -5.7598

Formula: C35H51ClF15NO14
Source: the Open Molecules 2025 dataset
Level of theory: wB97M-V/def2-TZVPD

Positions of all 117 atoms, in Å:
C  -3.406  -2.371  -0.573
C  1.085  2.492  -4.013
H  -0.833  -4.705  3.444
H  -2.094  4.419  0.494
C  2.317  2.545  -4.918
H  -5.156  -2.504  -5.734
C  -0.310  -5.597  3.776
C  4.349  3.553  -1.017
F  5.653  1.530  1.536
C  4.927  2.234  3.654
C  4.780  2.793  -2.252
C  -4.094  -3.315  4.019
C  1.138  -4.650  -1.484
Cl  1.403  1.489  -2.515
H  -7.182  -4.077  4.080
H  4.593  3.512  6.250
C  -1.649  4.534  -0.489
F  0.557  -7.251  8.079
C  1.758  -3.078  -3.162
H  -6.758  -5.703  5.911
H  -0.822  3.831  -0.599
C  5.822  1.281  2.839
H  -3.567  2.849  -0.306
C  -5.055  -2.667  -4.662
F  -1.391  -6.486  7.564
H  4.688  1.718  -2.106
C  -6.167  -4.352  4.354
H  4.436  5.272  6.291
H  -4.426  3.021  -1.814
H  -3.381  -1.317  -4.407
C  4.696  4.471  4.319
H  -0.319  -7.720  3.378
H  4.163  4.587  -1.301
H  -4.476  -3.577  -4.504
H  5.823  3.042  -2.458
C  0.435  3.826  -3.573
F  -2.961  -1.198  -0.112
C  -1.011  3.394  -3.339
H  -1.681  5.420  -3.153
H  2.701  -2.907  -3.678
H  1.801  -1.259  -2.018
O  2.565  6.717  -0.038
O  -3.495  -4.347  4.006
H  6.018  4.523  6.015
F  2.567  -4.803  0.407
H  2.199  1.835  -5.735
F  5.500  0.021  3.074
H  -1.219  5.534  -0.548
H  0.144  1.678  -5.721
O  -4.333  -1.614  -2.583
F  0.253  -5.122  7.893
H  2.747  5.169  -3.832
O  3.908  1.889  4.169
H  1.099  -3.619  -3.840
O  -2.078  2.667  -5.474
H  0.341  5.235  -2.011
H  -5.091  -5.134  6.054
O  2.851  6.443  -2.285
F  -2.104  -2.061  3.949
H  -1.098  2.593  -2.600
C  -0.080  -6.315  7.393
C  4.950  4.441  5.809
C  -2.676  4.320  -1.596
C  2.198  6.929  -1.205
H  -2.899  2.136  -1.745
F  -3.863  -1.045  4.676
C  0.305  -6.382  5.901
H  1.357  7.607  -1.415
C  -3.353  -2.362  -2.114
F  0.767  -5.993  0.408
O  1.259  -6.980  5.505
H  -3.408  5.124  -1.509
C  1.738  -5.510  -0.357
C  2.043  5.699  -3.200
O  -5.393  -3.146  4.178
H  5.127  3.548  -0.259
H  0.188  -1.939  -2.227
H  -1.903  -6.953  3.297
C  -4.386  -1.474  -4.020
H  2.391  3.538  -5.359
C  1.128  4.691  -2.526
O  5.450  3.446  3.637
F  7.110  1.449  3.133
C  -3.416  -1.948  3.806
H  0.753  -5.454  3.588
C  -2.093  4.417  -3.008
H  -5.822  -5.111  3.653
O  -0.020  -4.690  -1.767
O  -0.550  -5.668  5.199
F  -2.639  -3.333  -0.088
H  -2.898  4.321  -3.736
H  3.435  3.132  -0.603
H  -6.422  -4.056  6.469
C  -1.178  2.625  -4.622
H  -6.047  -2.823  -4.236
F  2.418  -6.535  -0.872
C  1.143  -1.767  -2.720
H  1.675  4.082  -1.812
H  0.974  -1.125  -3.579
H  4.387  2.207  -5.104
H  1.462  6.358  -3.851
O  2.106  -3.931  -2.042
C  3.655  2.224  -4.288
N  -0.016  1.838  -4.733
C  -6.104  -4.842  5.783
F  -4.649  -2.552  -0.130
C  -0.846  -6.818  3.068
H  0.449  4.411  -4.502
H  3.638  4.359  4.087
O  -2.508  -2.932  -2.734
H  -4.955  -0.566  -4.194
O  3.999  3.228  -3.364
H  3.657  1.230  -3.846
C  -3.431  3.009  -1.375
H  -0.733  -6.704  1.994
F  -3.673  -1.508  2.574
H  5.037  5.407  3.883

Output
Total energy, eV: -120564.109
ΔE to the lowest compared entry with this formula, charge and spin, eV: 0.000
HOMO, eV: -10.1035

> Which formula does entry 4 have?

C35H51ClF15NO14

> What is the ΔE to the lowest compared entry with this formula, charge and spin in the first record?

2.634 eV

> What is the formula in the second record?

C25H32F8N2O24S